# 1
{"formula": "C38H35N4O2RhS2Si", "method": "wB97M-V/def2-TZVPD", "species": ["H", "C", "C", "C", "C", "C", "C", "H", "H", "H", "O", "H", "C", "H", "H", "H", "H", "H", "C", "C", "C", "H", "C", "C", "H", "N", "C", "N", "N", "H", "H", "O", "H", "C", "C", "C", "H", "H", "C", "H", "H", "C", "H", "C", "C", "S", "H", "C", "C", "H", "C", "C", "Si", "H", "C", "H", "C", "C", "C", "H", "H", "C", "C", "H", "H", "H", "C", "H", "H", "Rh", "C", "H", "C", "C", "C", "S", "C", "C", "H", "H", "C", "N", "H"], "xyz": [[-1.96041, 0.12738, -3.45050], [2.71639, -2.16431, 1.14692], [-0.59525, 2.07131, -2.54461], [-1.54411, 1.79132, -0.43630], [-1.57379, -3.22275, -0.36706], [-2.22887, 3.62834, -1.79889], [-0.82549, -3.68452, 2.22986], [0.85243, 1.93731, 0.95974], [-1.77165, 6.45701, 5.18406], [5.34614, -0.08916, 3.14761], [-1.96617, -0.07319, 2.77779], [6.04463, -1.64976, -1.23631], [-3.80721, 4.22315, 3.64174], [-4.76691, 4.64752, 3.91313], [-2.85700, 7.04866, 3.92928], [4.30773, 2.26150, -1.30160], [0.08789, 1.68294, -3.28763], [-0.54490, -3.79730, 3.26675], [-1.65990, -1.43127, -1.99757], [-3.05640, -1.61856, -3.97236], [5.18386, -1.00518, -1.36694], [-2.61842, -5.08534, -0.25997], [-1.31685, 3.22122, -2.77442], [-0.44344, -2.55033, 1.54628], [0.11010, -1.76167, 2.03018], [-1.44640, 0.97304, 0.64758], [-1.41967, 4.34125, 3.60994], [-0.75699, -2.34701, 0.26042], [1.44902, -0.04268, 0.89044], [2.05842, -3.65916, -2.90569], [2.11440, 1.27829, -1.80819], [-3.84768, 0.64613, 1.34203], [1.75893, -1.44054, -4.56532], [4.61535, -0.66746, 2.59839], [2.97672, 0.62577, -1.69744], [1.58033, 1.18965, 1.23827], [-2.84401, 4.50415, -1.96208], [-4.67143, 2.47870, 2.71749], [-2.20487, -0.88528, -3.15954], [-3.45652, -1.16609, -4.87182], [1.39171, -3.77657, -1.27156], [-1.36549, 3.12165, 2.95422], [3.99258, -3.82435, 1.53114], [-2.05398, -2.74319, -1.66525], [-3.39544, -2.92743, -3.65162], [-2.51076, 0.86884, 1.83356], [-3.52034, 6.28237, 5.36785], [-2.53754, 2.45588, 2.63625], [-3.76430, 3.00561, 2.98095], [-1.19081, 3.76683, -3.69760], [-2.89903, -3.48405, -2.48637], [2.52647, -0.79553, 1.34702], [1.09581, -1.46014, -2.23460], [-0.49802, 4.85576, 3.85566], [4.20900, 1.18721, -1.40191], [-0.40761, 2.69022, 2.69905], [4.77898, -2.02144, 2.40242], [-2.35924, 2.91570, -0.62710], [2.81007, -0.75747, -1.82143], [5.65189, -2.51687, 2.80673], [-3.17804, -4.49510, -2.21651], [0.92698, -0.95106, -4.04845], [3.47778, -0.06380, 2.06463], [6.28284, 0.79902, -0.99180], [2.00372, -2.72818, 0.56185], [0.31634, -3.77519, -2.66837], [1.23317, -3.34374, -2.26254], [1.06561, 0.12047, -4.19967], [-0.00223, -1.26386, -4.52239], [-0.41545, -0.59269, -0.70185], [3.94181, -1.55555, -1.66176], [-1.89437, -5.54295, 2.06845], [-1.58179, -4.63771, 1.56462], [-1.97367, -4.39471, 0.26297], [3.83394, -2.76442, 1.68160], [2.98545, 1.59418, 2.14563], [-2.69890, 6.24575, 4.65253], [-2.63982, 4.91066, 3.96290], [-4.04914, -3.49911, -4.29667], [3.85556, -2.63345, -1.74705], [5.31844, 0.36717, -1.22916], [-0.70587, 1.36563, -1.41919], [-3.07433, 3.20254, 0.12913]], "atomic_forces_ev_per_a": [[0.020, 0.011, -0.009], [0.001, 0.013, 0.038], [0.094, 0.070, -0.121], [-0.132, -0.238, 0.169], [-0.009, 0.161, -0.136], [0.019, -0.069, 0.067], [0.025, -0.003, 0.028], [-0.006, 0.049, 0.050], [-0.001, 0.001, 0.001], [0.002, -0.007, 0.004], [0.059, -0.012, -0.032], [-0.002, -0.004, 0.000], [0.007, 0.025, 0.013], [0.002, 0.002, 0.003], [0.001, -0.002, -0.003], [-0.001, 0.003, -0.002], [0.003, -0.025, 0.009], [-0.007, -0.013, 0.000], [-0.159, 0.074, 0.083], [-0.012, 0.011, -0.012], [-0.005, 0.001, 0.008], [0.004, -0.016, 0.019], [-0.018, -0.005, 0.038], [0.026, -0.010, -0.069], [0.013, 0.015, -0.007], [0.044, 0.033, -0.122], [-0.004, -0.026, -0.021], [-0.120, -0.151, 0.226], [-0.326, -0.082, -0.323], [0.007, 0.026, -0.006], [0.022, -0.002, -0.004], [-0.024, 0.063, 0.015], [-0.011, 0.008, -0.029], [-0.019, 0.024, -0.011], [-0.007, -0.004, -0.022], [-0.061, 0.048, -0.045], [-0.001, 0.004, -0.005], [0.007, -0.014, 0.013], [-0.032, 0.029, 0.008], [0.001, 0.010, 0.003], [-0.004, -0.023, -0.032], [0.089, 0.032, 0.028], [0.007, 0.001, 0.000], [0.109, -0.002, 0.080], [0.025, -0.026, 0.049], [-0.139, -0.077, -0.060], [0.001, 0.003, 0.001], [-0.119, 0.009, -0.004], [0.015, 0.029, -0.060], [0.006, -0.003, -0.005], [-0.054, 0.009, -0.066], [0.021, -0.013, 0.024], [0.011, -0.014, -0.140], [-0.004, 0.005, 0.007], [0.013, -0.011, 0.001], [0.015, -0.081, 0.003], [0.007, -0.023, -0.003], [0.010, 0.189, -0.123], [-0.005, 0.023, -0.015], [0.000, 0.001, -0.001], [-0.007, -0.001, -0.007], [0.048, -0.097, 0.032], [-0.004, 0.003, 0.017], [0.001, 0.001, -0.001], [-0.017, 0.014, 0.020], [-0.013, -0.004, -0.004], [-0.023, 0.049, 0.086], [-0.034, 0.005, 0.001], [0.002, 0.012, 0.023], [0.666, 0.006, 0.208], [0.010, -0.011, -0.018], [-0.001, 0.000, 0.000], [-0.005, 0.010, -0.026], [0.015, -0.022, 0.005], [-0.006, 0.013, 0.008], [0.006, 0.001, -0.041], [-0.001, 0.002, 0.004], [-0.025, -0.013, -0.005], [-0.004, -0.004, 0.005], [0.008, 0.006, -0.006], [0.001, 0.020, 0.001], [-0.030, 0.005, 0.184], [0.011, -0.012, 0.013]], "e_above_lowest_ev": 0.293, "homo_energy_ha": -0.28906, "energy_ha": -3035.08135, "orbital_gap_ev": 8.09}

***

# 2
{"formula": "C15H39Br2F3IN2O12P", "method": "wB97M-V/def2-TZVPD", "species": ["H", "C", "H", "I", "H", "C", "H", "H", "C", "O", "Br", "H", "C", "H", "O", "H", "C", "H", "H", "C", "O", "H", "H", "O", "H", "C", "H", "C", "H", "O", "H", "F", "C", "H", "H", "H", "O", "H", "H", "H", "H", "Br", "H", "H", "O", "C", "H", "H", "C", "H", "H", "C", "C", "C", "H", "H", "P", "H", "O", "N", "O", "H", "H", "O", "F", "H", "O", "H", "F", "C", "H", "N", "H", "O", "H"], "xyz": [[1.63925, -3.82929, 1.83112], [-1.66153, 4.73820, -3.31968], [1.79952, -8.96510, 2.53303], [2.80186, 0.73882, 0.23874], [-3.63615, 0.42298, -3.13747], [0.32016, 4.80562, 0.93874], [2.17543, -1.12416, 2.87850], [0.87724, -6.23719, -0.66650], [0.36772, -1.37043, 1.78410], [0.95563, -8.81970, 2.97495], [-4.25385, 2.10530, 1.22281], [2.56432, 1.07840, 3.48955], [1.50562, -1.95654, 2.67336], [-3.78799, 0.82193, -1.67857], [-3.25753, 0.99599, -2.46280], [-1.35498, 5.50188, -2.60619], [0.33741, 3.56696, -2.39929], [1.05791, 1.05089, 4.39519], [1.23655, 3.73064, 3.52355], [1.27697, 2.76060, 3.02196], [3.70555, -7.10019, 1.07121], [-1.68881, 2.82633, -2.32006], [3.34744, -6.78904, 0.22701], [-2.89751, 0.26784, 2.77483], [-6.03095, 1.23993, -5.05003], [0.84489, -1.40174, -3.22694], [0.12096, 5.15771, -0.07551], [-1.67531, 0.72431, 0.70416], [-1.88903, 1.40262, -0.12058], [0.27594, -0.02578, 2.08162], [-1.30820, 5.05788, -4.30394], [0.00128, -2.33207, -2.66006], [-0.25651, 0.99482, 1.22864], [2.82110, -2.75079, 1.33868], [0.27860, 4.22678, -1.52995], [1.04750, -2.28836, 3.60545], [-0.84218, 2.58653, -4.18181], [-1.38556, 3.53049, 0.52477], [0.97800, 4.03986, -3.14560], [0.22357, -2.39235, 0.16805], [1.73716, -6.53639, -1.89387], [-1.28782, -2.44297, 2.23618], [-0.77514, -0.28603, -1.49045], [2.35078, 2.19498, 4.82317], [1.06884, -0.34180, -2.44080], [0.73452, 1.48399, 0.07963], [4.48761, -6.56375, 1.22660], [-2.74775, 4.67581, -3.35348], [-2.77099, 0.85627, 1.74575], [0.35973, 5.69877, 1.56183], [2.49322, -6.37067, 2.93725], [-1.03608, 3.37405, -3.00663], [-0.12342, 0.38074, -2.04137], [-0.82077, 3.87011, 1.39765], [0.96091, 2.52248, 0.29447], [1.97379, 2.88532, 2.18927], [-0.44210, 2.41933, 2.49435], [1.29973, 4.33603, 0.92593], [1.68600, -5.88346, 3.13032], [0.19971, 1.52956, -1.26231], [-5.70381, 1.30104, -4.14804], [-1.53155, 4.45352, 1.98450], [-0.64299, 0.72083, -2.93603], [1.02162, 2.36392, -2.05037], [0.24953, -1.07991, -4.40643], [-5.70466, 2.24011, -3.94359], [0.55366, -1.52758, 0.43038], [1.11443, -6.53996, 3.54191], [1.99695, -2.01169, -3.49331], [1.83172, 1.70381, 3.99921], [0.30031, -9.15357, 2.35698], [2.22515, -3.05133, 2.09514], [-1.79380, -0.29112, 0.32586], [1.73472, -6.57965, -0.93335], [-1.63355, 2.65863, -4.72136]], "atomic_forces_ev_per_a": [[0.084, -0.241, 0.164], [0.305, -0.266, -0.393], [0.032, 0.104, -0.034], [-0.060, -0.002, 0.015], [-0.166, 0.118, -0.112], [-0.414, 0.158, -0.094], [0.097, -0.039, -0.017], [-0.005, 0.022, 0.136], [0.411, 0.401, -0.188], [0.041, -0.099, 0.062], [0.270, -0.113, -0.183], [-0.080, -0.054, -0.011], [-0.410, -0.174, 0.016], [-0.124, 0.085, 0.047], [0.212, -0.097, 0.176], [-0.153, -0.011, 0.146], [-0.021, 0.090, -0.035], [-0.043, 0.039, 0.112], [-0.159, 0.054, -0.038], [0.343, -0.217, 0.123], [0.174, -0.012, 0.055], [0.102, 0.036, 0.037], [-0.283, -0.047, 0.157], [0.236, 0.909, -1.671], [-0.059, -0.005, -0.017], [-0.388, 0.111, -0.043], [0.022, 0.124, 0.265], [-0.333, 0.160, -0.165], [0.051, -0.045, 0.092], [-0.265, -0.132, 0.020], [0.005, 0.064, 0.050], [0.480, 0.443, -0.061], [0.448, 0.285, -0.020], [-0.153, -0.042, -0.211], [-0.084, -0.197, -0.166], [0.110, 0.167, 0.053], [-0.086, 0.172, -0.037], [-0.017, -0.154, 0.087], [0.098, -0.045, 0.036], [0.114, -0.138, -0.051], [-0.001, 0.010, -0.039], [-0.235, -0.007, -0.014], [0.087, -0.050, 0.225], [-0.073, -0.074, 0.049], [-0.036, -0.643, -0.222], [-0.264, -0.110, -0.172], [0.061, -0.007, 0.011], [-0.037, 0.049, 0.072], [-0.325, -0.994, 1.827], [0.183, -0.111, 0.119], [0.035, 0.009, -0.287], [-0.012, 0.148, 0.087], [-0.272, 0.002, -0.120], [0.221, 0.297, -0.161], [-0.047, -0.143, -0.151], [-0.065, -0.014, 0.037], [-0.125, -0.122, 0.175], [0.083, 0.106, 0.026], [-0.158, 0.142, 0.200], [0.399, -0.296, 0.303], [0.030, -0.119, -0.086], [-0.080, -0.003, -0.071], [0.159, 0.021, 0.045], [-0.198, 0.059, -0.077], [0.306, -0.064, 0.439], [0.042, 0.034, 0.060], [-0.215, 0.214, -0.262], [-0.022, -0.127, -0.120], [-0.275, 0.160, 0.103], [0.226, 0.190, -0.137], [-0.058, 0.007, -0.021], [0.256, 0.298, 0.029], [0.126, -0.152, 0.024], [0.067, -0.010, -0.150], [-0.113, -0.108, -0.041]], "homo_energy_ha": -0.31680, "smiles": "CCP(CC)[C@](CC(=O)Br)(O[C@](O)(Br)CN)[C@@H](I)N(COC(F)(F)F)OC[C@@H](C)O.O.O.O.O.O.O", "energy_ha": -7693.95002, "orbital_gap_ev": 8.65}

***

# 3
{"formula": "C3H12N2O2", "method": "wB97M-V/def2-TZVPD", "species": ["N", "H", "N", "H", "H", "C", "H", "H", "C", "H", "H", "H", "H", "H", "C", "O", "H", "O", "H"], "xyz": [[-1.24566, 1.10985, -0.68747], [0.50754, -0.09283, -3.34200], [0.65595, 0.59422, 0.93505], [0.45608, 2.16705, -0.49694], [-0.87378, 0.76789, -1.60618], [-0.14080, 1.56256, 0.19691], [1.49567, -2.65644, 0.18641], [2.43092, -0.54819, 0.61052], [0.77806, -1.84689, 0.20246], [1.40911, -0.05662, -0.87584], [-0.03523, -1.85594, -0.51789], [-1.97160, -0.87887, 2.53472], [-1.67494, 0.28310, -0.16462], [0.31133, -1.94304, 1.22614], [1.44913, -0.43980, 0.15332], [-1.44220, -0.57856, 1.77185], [-0.52993, 2.16682, 1.01270], [0.13184, -0.10254, -2.44393], [0.06416, 0.11807, 1.67637]], "atomic_forces_ev_per_a": [[0.375, -2.427, 2.046], [-0.111, 0.120, -0.273], [-0.664, -3.035, -1.737], [0.447, -0.101, 0.696], [-0.736, 0.495, 1.192], [-0.110, 2.092, -0.194], [0.117, -0.007, -0.727], [0.210, 0.501, -0.161], [-0.701, 1.135, 2.176], [0.889, -0.105, 0.541], [0.155, -0.539, -0.155], [-0.111, 0.000, 0.084], [0.123, 1.435, -1.404], [0.423, -0.116, -1.120], [-1.077, 0.236, 0.279], [-1.015, -0.326, 0.499], [-0.373, 0.410, -0.425], [0.726, -0.757, -0.837], [1.433, 0.988, -0.479]], "s2": 1.754, "e_above_lowest_ev": 7.134, "total_charge": 1, "homo_energy_ha": [-0.55466, -0.52771], "energy_ha": -380.95055, "orbital_gap_ev": [7.48, 6.86], "spin_multiplicity": 2}